[1]
130
Properties=species:S:1:pos:R:3 method="wB97M-V/def2-TZVPD" e_homo_ev=-11.93 e_lumo_ev=-3.60 homo_lumo_gap_ev=8.3356 max_force_ha_per_bohr=0.1251 total_energy_ev=-127923.215 charge=+1
C 1.516 5.305 0.519
C 1.081 6.194 -0.749
C 1.951 5.791 -2.066
C 0.981 5.575 -3.340
C 1.784 4.979 -4.626
C 1.556 3.385 -4.820
C 1.316 3.041 -6.391
C 0.145 1.953 -6.537
C -1.353 2.608 -6.508
C -2.261 1.616 -7.442
N -2.350 0.282 -6.824
C -2.948 -0.159 -5.730
N -2.745 -1.560 -5.407
C -3.466 -1.657 -4.165
N -4.020 -0.335 -3.875
C -4.738 -0.337 -2.583
O -5.745 -1.390 -2.647
C -7.061 -0.900 -2.257
C -7.802 -2.157 -1.528
C -7.694 -1.984 0.087
N -3.756 0.625 -4.848
C -4.292 1.942 -4.681
F -5.699 1.952 -4.290
F -4.281 2.902 -5.700
C -3.539 2.627 -3.418
C -4.094 3.932 -2.735
C -3.344 4.531 -1.491
C -2.050 3.891 -0.886
C -1.493 2.623 -1.582
C -0.172 1.838 -1.125
F -0.087 0.525 -1.689
F -0.180 1.666 0.277
F 0.990 2.523 -1.604
C -2.251 2.031 -2.792
H 0.984 4.292 0.558
H 1.166 5.880 1.460
H 2.638 5.093 0.581
H 1.224 7.313 -0.518
H -0.020 6.063 -1.053
H 2.641 6.684 -2.279
H 2.590 4.854 -1.887
H 0.577 6.611 -3.656
H 0.047 4.946 -3.100
H 1.346 5.496 -5.558
H 2.913 5.133 -4.528
H 2.466 2.794 -4.421
H 0.651 2.976 -4.247
H 1.202 3.965 -7.050
H 2.286 2.510 -6.737
H 0.342 1.389 -7.528
H 0.261 1.166 -5.696
H -1.682 2.541 -5.419
H -1.294 3.665 -6.931
H -3.239 2.092 -7.784
H -1.632 1.545 -8.413
H -1.830 -0.461 -7.335
H -3.568 -2.588 -3.524
H -5.140 0.662 -2.216
H -3.989 -0.692 -1.773
H -7.620 -0.646 -3.232
H -7.051 -0.051 -1.495
H -8.901 -2.243 -1.858
H -7.221 -3.129 -1.767
H -6.655 -2.288 0.466
H -7.832 -0.876 0.329
H -8.441 -2.667 0.646
H -5.045 4.462 -3.111
H -3.753 5.471 -0.980
H -1.491 4.335 0.017
H -1.837 1.080 -3.285
O -3.914 1.669 2.520
S -3.175 0.612 3.163
O -3.763 -0.674 3.430
O -2.524 1.183 4.529
C -3.387 1.789 5.493
C -4.181 0.751 6.264
C -1.659 0.361 2.284
H -4.047 2.519 5.015
H -2.748 2.338 6.188
H -4.892 0.236 5.613
H -4.745 1.219 7.073
H -3.518 -0.009 6.684
H -1.186 1.324 2.112
H -1.899 -0.114 1.334
H -1.013 -0.292 2.873
O 0.004 -2.555 3.338
S 0.237 -3.723 4.149
O 0.300 -3.651 5.583
O 1.554 -4.486 3.602
C 2.776 -3.750 3.500
C 3.417 -3.541 4.859
C -0.941 -4.968 3.704
H 2.612 -2.798 2.988
H 3.450 -4.341 2.874
H 2.807 -2.886 5.485
H 4.403 -3.084 4.755
H 3.518 -4.491 5.389
H -0.969 -5.059 2.619
H -1.915 -4.655 4.080
H -0.649 -5.910 4.168
O 6.011 -1.430 8.241
S 5.574 -0.419 7.314
O 5.379 -0.698 5.915
O 6.528 0.879 7.463
C 7.938 0.708 7.315
C 8.331 0.540 5.859
C 4.093 0.322 7.944
H 8.290 -0.133 7.920
H 8.409 1.610 7.711
H 7.944 -0.396 5.451
H 9.418 0.529 5.752
H 7.921 1.351 5.252
H 4.241 0.574 8.993
H 3.288 -0.405 7.842
H 3.868 1.211 7.356
O 2.890 -6.103 -0.659
S 3.893 -6.583 0.258
O 4.941 -5.732 0.755
O 4.554 -7.930 -0.346
C 5.121 -7.883 -1.656
C 6.465 -7.180 -1.659
C 3.083 -7.335 1.642
H 4.427 -7.415 -2.360
H 5.258 -8.918 -1.978
H 6.356 -6.120 -1.419
H 6.938 -7.255 -2.640
H 7.130 -7.614 -0.908
H 2.312 -8.013 1.276
H 2.632 -6.540 2.236
H 3.824 -7.869 2.236

[2]
121
Properties=species:S:1:pos:R:3 method="wB97M-V/def2-TZVPD" e_homo_ev=-8.37 smiles="CNCc1c(F)cc(CCCO)c2ncc(CCCSC(=S)n3ccnc3)nc12.COC[C@@H](C)N.COC[C@@H](C)N.COC[C@@H](C)N.COC[C@@H](C)N" e_lumo_ev=-1.09 homo_lumo_gap_ev=7.2832 max_force_ha_per_bohr=0.0160 total_energy_ev=-86468.145 charge=0
C -1.938 4.892 -1.126
N -2.645 4.952 0.164
C -3.490 3.766 0.414
C -2.773 2.469 0.202
C -1.561 2.206 0.760
F -0.970 3.130 1.536
C -0.861 0.996 0.607
C -1.389 -0.021 -0.128
C -0.709 -1.352 -0.310
C 0.713 -1.445 0.226
C 1.756 -0.695 -0.606
O 1.376 -0.712 -1.974
C -2.649 0.199 -0.745
N -3.190 -0.804 -1.486
C -4.342 -0.574 -2.048
C -5.040 0.656 -1.898
C -6.347 0.876 -2.613
C -6.059 1.372 -4.045
C -5.903 0.242 -5.063
S -4.414 0.319 -6.112
C -4.121 2.060 -6.219
S -5.163 3.097 -6.869
N -2.854 2.474 -5.734
C -1.785 2.848 -6.514
C -0.798 3.186 -5.643
N -1.230 3.037 -4.347
C -2.454 2.600 -4.433
N -4.553 1.628 -1.171
C -3.339 1.430 -0.579
H -0.906 4.577 -0.979
H -2.401 4.204 -1.842
H -1.936 5.878 -1.588
H -3.271 5.744 0.110
H -3.827 3.822 1.449
H -4.386 3.823 -0.204
H 0.098 0.908 1.097
H -1.316 -2.110 0.193
H -0.725 -1.611 -1.366
H 0.789 -1.147 1.273
H 0.987 -2.502 0.200
H 2.700 -1.240 -0.503
H 1.943 0.312 -0.223
H 2.041 -0.226 -2.470
H -4.773 -1.366 -2.653
H -6.895 1.646 -2.077
H -6.902 -0.063 -2.631
H -6.845 2.059 -4.355
H -5.142 1.956 -3.987
H -5.797 -0.718 -4.560
H -6.774 0.191 -5.713
H -1.794 2.848 -7.589
H 0.196 3.539 -5.858
H -3.056 2.374 -3.568
C 6.932 -0.167 3.286
C 6.970 -0.528 1.805
C 6.340 0.529 0.890
O 4.926 0.545 0.888
C 4.324 1.259 1.950
N 6.369 -1.854 1.624
H 5.938 -0.308 3.709
H 7.617 -0.808 3.840
H 7.233 0.869 3.448
H 8.024 -0.600 1.516
H 6.625 0.299 -0.140
H 6.729 1.530 1.118
H 4.911 2.136 2.237
H 4.178 0.619 2.824
H 3.343 1.593 1.611
H 6.494 -2.151 0.660
H 5.362 -1.763 1.726
C -3.605 -5.117 -4.202
C -3.399 -4.363 -2.892
C -2.688 -5.181 -1.809
O -3.495 -6.151 -1.171
C -3.621 -7.384 -1.852
N -4.690 -3.841 -2.433
H -4.417 -5.841 -4.129
H -3.866 -4.418 -4.998
H -2.699 -5.647 -4.501
H -2.755 -3.504 -3.103
H -2.380 -4.493 -1.016
H -1.776 -5.647 -2.206
H -2.696 -7.646 -2.374
H -4.446 -7.374 -2.568
H -3.829 -8.148 -1.105
H -4.523 -3.254 -1.619
H -5.236 -4.620 -2.074
C 12.252 -3.926 2.329
C 11.169 -3.077 1.669
C 11.310 -1.573 1.940
O 10.898 -1.158 3.227
C 11.857 -1.312 4.255
N 9.857 -3.594 2.062
H 12.078 -4.039 3.399
H 12.258 -4.925 1.895
H 13.242 -3.488 2.186
H 11.266 -3.205 0.587
H 10.653 -1.043 1.245
H 12.335 -1.232 1.741
H 12.871 -1.138 3.882
H 11.808 -2.303 4.713
H 11.633 -0.571 5.022
H 9.135 -3.093 1.550
H 9.697 -3.325 3.030
C -6.834 4.071 5.965
C -5.509 3.356 5.723
C -4.866 3.681 4.368
O -5.459 3.034 3.258
C -6.621 3.659 2.745
N -5.703 1.918 5.921
H -7.648 3.613 5.403
H -7.100 4.015 7.020
H -6.774 5.125 5.685
H -4.806 3.702 6.487
H -3.834 3.322 4.389
H -4.827 4.765 4.198
H -6.567 4.748 2.831
H -7.518 3.296 3.252
H -6.697 3.395 1.690
H -4.806 1.445 5.876
H -6.219 1.560 5.121

[3]
122
Properties=species:S:1:pos:R:3 method="wB97M-V/def2-TZVPD" e_homo_ev=-6.82 e_lumo_ev=0.45 homo_lumo_gap_ev=7.2700 relative_energy_ev=0.000 max_force_ha_per_bohr=0.0076 total_energy_ev=-126000.477 charge=0
Cd 0.336 -0.310 -0.278
C 2.768 -2.299 1.770
C 2.337 -3.218 0.819
C 1.241 -4.027 1.083
C 0.579 -3.921 2.300
C 1.015 -3.010 3.254
C 2.110 -2.200 2.990
H 3.628 -1.673 1.562
H 2.861 -3.295 -0.123
H 0.894 -4.724 0.331
H -0.289 -4.535 2.501
H 0.492 -2.922 4.199
H 2.451 -1.493 3.738
C -2.420 -3.870 -4.162
C -1.998 -2.909 -3.047
C -3.187 -2.086 -2.551
C -1.452 -3.748 -1.899
N -1.012 -1.944 -3.643
C -1.376 -1.234 -4.775
C -0.353 -0.428 -5.095
N 0.643 -0.614 -4.164
B 1.882 0.319 -4.208
N 3.186 -0.414 -3.807
C 3.589 -1.438 -4.638
C 4.701 -1.984 -4.128
N 5.010 -1.286 -2.972
C 4.053 -0.326 -2.770
S 4.076 0.829 -1.512
C 6.227 -1.556 -2.150
C 7.010 -2.708 -2.779
C 7.133 -0.326 -2.136
C 5.810 -1.982 -0.746
N 1.693 1.675 -3.478
C 2.578 2.687 -3.779
C 2.156 3.809 -3.172
N 0.994 3.492 -2.487
C 0.727 2.174 -2.686
S -0.632 1.305 -2.061
C 0.173 4.477 -1.718
C 0.842 5.846 -1.811
C -1.221 4.579 -2.337
C 0.122 4.066 -0.248
C 0.224 -1.531 -3.267
S 1.171 -2.056 -1.919
H -3.125 -4.594 -3.754
H -1.556 -4.411 -4.549
H -2.913 -3.363 -4.991
H -3.923 -2.752 -2.100
H -3.671 -1.543 -3.364
H -2.868 -1.373 -1.789
H -2.254 -4.429 -1.606
H -1.185 -3.157 -1.028
H -0.587 -4.338 -2.200
H -2.324 -1.374 -5.257
H -0.240 0.273 -5.902
H 1.998 0.585 -5.382
H 3.039 -1.683 -5.528
H 5.301 -2.790 -4.501
H 7.358 -2.467 -3.784
H 6.431 -3.631 -2.808
H 7.888 -2.889 -2.160
H 7.420 -0.060 -3.156
H 8.040 -0.563 -1.577
H 6.646 0.528 -1.674
H 5.212 -2.893 -0.794
H 5.233 -1.201 -0.259
H 6.701 -2.190 -0.152
H 3.445 2.513 -4.388
H 2.590 4.789 -3.162
H 0.897 6.207 -2.839
H 1.842 5.842 -1.375
H 0.236 6.552 -1.244
H -1.148 4.867 -3.387
H -1.788 5.347 -1.808
H -1.759 3.638 -2.262
H 1.133 3.946 0.146
H -0.415 3.133 -0.107
H -0.378 4.848 0.328
O 1.855 1.130 0.780
H 2.528 1.183 0.061
H 2.297 0.661 1.500
C -2.287 -2.606 4.753
Si -2.126 -0.746 4.978
C -0.330 -0.322 5.371
C -3.204 -0.252 6.443
Si -2.727 0.351 2.995
Te -1.914 -1.048 1.101
Si -5.048 0.268 2.680
C -5.944 1.339 3.948
C -5.634 -1.509 2.867
C -5.483 0.864 0.952
Si -2.049 2.584 3.142
C -2.944 3.635 1.861
C -2.548 3.224 4.848
C -0.188 2.762 2.979
H -1.866 -3.129 5.617
H -1.776 -2.943 3.849
H -3.336 -2.896 4.665
H 0.084 -0.989 6.133
H -0.246 0.702 5.743
H 0.286 -0.407 4.472
H -2.925 -0.844 7.319
H -4.258 -0.449 6.237
H -3.099 0.802 6.702
H -5.706 1.035 4.969
H -7.026 1.253 3.818
H -5.680 2.394 3.843
H -5.407 -1.902 3.860
H -5.150 -2.155 2.131
H -6.716 -1.571 2.721
H -5.278 1.929 0.829
H -6.544 0.697 0.744
H -4.895 0.322 0.209
H -4.022 3.589 2.027
H -2.743 3.307 0.838
H -2.637 4.681 1.957
H -3.583 2.973 5.090
H -2.456 4.314 4.876
H -1.909 2.816 5.634
H 0.197 2.197 2.133
H 0.291 2.390 3.888
H 0.099 3.809 2.851

[4]
125
Properties=species:S:1:pos:R:3 method="wB97M-V/def2-TZVPD" e_homo_ev="-7.94 / -9.06" spin_multiplicity=3 e_lumo_ev="0.40 / 0.37" homo_lumo_gap_ev="8.3334 / 9.4286" max_force_ha_per_bohr=0.0226 total_energy_ev=-101999.547 charge=0
C -5.459 -0.431 1.738
O -5.500 -0.450 0.329
C -5.688 -1.739 -0.213
C -6.326 -1.618 -1.585
C -5.632 -0.644 -2.558
C -4.099 -0.523 -2.423
C -3.646 0.855 -1.926
C -2.297 0.876 -1.199
C -2.233 2.020 -0.171
C -0.804 2.423 0.227
C -0.434 1.975 1.647
C 0.995 2.317 2.053
C 2.024 1.509 1.259
N 3.325 1.406 1.971
C 4.510 1.654 1.118
C 4.585 0.849 -0.193
C 6.039 0.703 -0.640
C 6.295 0.052 -2.016
C 5.360 -1.037 -2.516
F 5.769 -1.415 -3.758
F 4.108 -0.548 -2.661
C 5.398 -2.365 -1.662
F 6.468 -3.030 -2.059
F 5.580 -2.084 -0.389
S 3.877 -3.527 -1.770
F 4.735 -4.750 -2.281
F 4.106 -4.008 -0.273
F 2.983 -2.322 -1.231
F 3.629 -3.071 -3.266
F 2.580 -4.419 -1.841
S 3.441 0.147 3.007
O 4.338 0.460 4.069
O 2.144 -0.406 3.227
F 4.217 -0.921 2.148
H -6.468 -0.524 2.157
H -4.849 -1.253 2.132
H -5.011 0.512 2.047
H -6.348 -2.335 0.435
H -4.735 -2.280 -0.266
H -6.419 -2.620 -2.015
H -7.352 -1.266 -1.430
H -6.077 0.347 -2.455
H -5.867 -0.973 -3.574
H -3.672 -0.675 -3.420
H -3.683 -1.312 -1.796
H -3.563 1.521 -2.792
H -4.419 1.296 -1.291
H -1.502 1.066 -1.928
H -2.116 -0.081 -0.701
H -2.763 1.690 0.727
H -2.763 2.877 -0.597
H -0.097 1.959 -0.469
H -0.679 3.510 0.185
H -1.122 2.460 2.348
H -0.590 0.896 1.742
H 1.131 2.088 3.113
H 1.186 3.386 1.915
H 1.612 0.518 1.052
H 2.228 1.989 0.303
H 4.475 2.716 0.866
H 5.397 1.495 1.735
H 4.090 -0.106 -0.065
H 4.014 1.387 -0.955
H 6.470 1.709 -0.671
H 6.601 0.170 0.129
H 7.305 -0.361 -2.065
H 6.242 0.820 -2.793
C -1.847 6.156 -4.009
C -3.196 5.441 -4.227
C -4.061 6.215 -5.227
C -4.676 7.491 -4.655
C -5.419 7.203 -3.352
C -4.550 6.494 -2.312
N -3.941 5.278 -2.937
O -4.759 4.286 -2.966
C -3.479 7.447 -1.761
C -5.399 6.049 -1.129
C -2.896 4.051 -4.773
H -1.440 5.933 -3.023
H -1.124 5.809 -4.747
H -1.911 7.237 -4.118
H -4.867 5.561 -5.574
H -3.446 6.448 -6.099
H -3.908 8.253 -4.499
H -5.373 7.909 -5.384
H -5.799 8.129 -2.914
H -6.289 6.576 -3.570
H -2.785 6.910 -1.112
H -3.967 8.219 -1.165
H -2.904 7.957 -2.527
H -6.242 5.436 -1.440
H -5.786 6.933 -0.621
H -4.805 5.475 -0.417
H -2.333 3.459 -4.049
H -2.294 4.155 -5.677
H -3.802 3.507 -5.026
C 3.577 -6.287 2.121
C 2.613 -5.577 3.093
C 3.322 -4.417 3.799
C 4.301 -4.861 4.885
C 3.627 -5.814 5.871
C 2.973 -7.017 5.189
N 2.060 -6.526 4.111
O 0.919 -6.148 4.572
C 4.042 -7.972 4.638
C 2.147 -7.809 6.194
C 1.453 -5.031 2.268
H 3.296 -7.329 1.968
H 3.539 -5.797 1.152
H 4.615 -6.255 2.446
H 2.570 -3.763 4.248
H 3.839 -3.823 3.042
H 5.184 -5.331 4.442
H 4.664 -3.981 5.420
H 4.348 -6.180 6.605
H 2.861 -5.265 6.427
H 3.580 -8.764 4.047
H 4.565 -8.436 5.474
H 4.795 -7.485 4.026
H 1.417 -7.184 6.703
H 2.816 -8.233 6.943
H 1.615 -8.625 5.704
H 0.891 -5.840 1.799
H 1.858 -4.389 1.485
H 0.767 -4.441 2.870